# 1
{
  "formula": "C18H21MnN4S4",
  "method": "the ωB97M-V functional and the def2-TZVPD basis",
  "lumo_ev": [2.676, 2.676],
  "e_homo_ev": [-3.996, -4.084],
  "total_energy_ev": -99630.9795,
  "relative_energy_kj_mol": 46.2,
  "multiplicity": 2,
  "s_squared": 0.797,
  "mol_weight_da": 476.60,
  "charge": -1,
  "species": ["N", "C", "H", "C", "H", "H", "C", "N", "C", "H", "C", "H", "H", "S", "C", "C", "H", "H", "H", "C", "H", "H", "Mn", "H", "C", "H", "C", "C", "N", "H", "C", "C", "S", "H", "N", "C", "C", "H", "S", "C", "H", "C", "S", "H", "H", "H", "C", "H"],
  "positions_angstrom": [[2.775967, 0.583777, 0.896340], [4.526561, 1.328915, -1.314866], [4.430896, 0.310047, 2.144399], [-2.666441, -3.879523, 0.892332], [-5.747278, 0.841958, -0.507487], [-6.486043, 3.204226, -0.376844], [-1.022472, -5.537809, 0.333907], [1.175021, 0.649549, -0.755603], [-2.336144, -5.203583, 0.651108], [4.685885, 1.692125, -0.302964], [-2.727916, 2.268557, 0.006043], [2.192074, 1.215259, 2.801587], [2.695713, 0.682138, -3.298443], [0.801002, -1.934277, 0.366756], [-0.705586, 3.264830, 0.173997], [3.085615, -0.115638, -2.648704], [-3.389070, 0.246141, -0.281135], [0.965236, -4.795147, 0.004212], [1.044832, 0.737192, -1.752894], [-1.700983, -2.874649, 0.821097], [-3.099507, -5.970648, 0.706135], [3.975927, -0.528420, -3.126061], [-0.373854, 0.152690, 0.504014], [-4.793794, 4.997145, -0.074695], [-0.058683, -4.546062, 0.258596], [4.487915, -0.584171, 0.609164], [-5.437069, 2.954222, -0.277157], [3.841682, -0.251935, 1.415628], [-1.334818, 2.081031, 0.153019], [4.299690, 2.191773, -1.954169], [-5.019149, 1.627186, -0.345088], [-0.382058, -3.207729, 0.496326], [-2.152172, -1.205681, 1.128920], [1.052697, 0.107849, 2.071216], [3.446098, 0.359129, -1.331322], [-4.499150, 3.955250, -0.102178], [2.410825, 0.539416, -0.420377], [3.419768, -1.138543, 1.900771], [0.932431, 3.701552, 0.195987], [-3.162003, 3.601978, 0.022771], [2.343107, -0.907000, -2.555673], [-3.685217, 1.279750, -0.214540], [-1.794132, 4.640031, 0.160080], [1.231039, 1.832655, 1.474710], [5.448215, 0.864616, -1.673825], [-3.685387, -3.601921, 1.135154], [1.742157, 0.941435, 1.847192], [-0.751436, -6.569673, 0.142556]],
  "forces_ev_per_a": [[0.0, 0.0, 0.0], [0.0, 0.0, 0.0], [0.0, 0.0, 0.0], [0.0, 0.0, 0.0], [0.0, 0.0, 0.0], [0.0, 0.0, 0.0], [0.0, 0.0, 0.0], [0.0, 0.0, 0.0], [0.0, 0.0, 0.0], [0.0, 0.0, 0.0], [0.1, 0.0, 0.0], [0.1, 0.0, 0.0], [0.0, 0.0, 0.0], [-0.1, 0.2, -0.1], [0.1, -0.1, 0.0], [0.0, 0.0, 0.0], [0.0, 0.0, 0.0], [0.0, 0.0, 0.0], [-0.1, 0.1, 0.0], [0.1, 0.1, 0.2], [0.0, 0.0, 0.0], [0.0, 0.0, 0.0], [0.2, -1.0, -0.4], [0.0, 0.0, 0.0], [0.0, 0.0, 0.0], [0.0, 0.0, 0.0], [0.0, 0.0, 0.0], [-0.1, -0.1, 0.0], [0.0, 0.1, 0.1], [0.0, 0.0, 0.0], [0.0, 0.0, 0.0], [0.0, 0.0, 0.1], [-0.2, 0.4, -0.1], [0.2, -0.1, 0.0], [0.0, 0.0, 0.0], [0.0, 0.0, 0.0], [0.0, 0.1, 0.0], [0.0, 0.0, 0.0], [-0.1, 0.1, -0.1], [-0.1, 0.0, 0.0], [0.0, 0.0, 0.0], [0.0, 0.0, 0.0], [0.0, 0.1, 0.0], [0.0, 0.0, 0.1], [0.0, 0.0, 0.0], [0.0, 0.0, 0.0], [-0.1, 0.1, 0.1], [0.0, 0.0, 0.0]]
}


# 2
{
  "formula": "C21H21ClN4O2",
  "method": "the ωB97M-V functional and the def2-TZVPD basis",
  "lumo_ev": -0.634,
  "e_homo_ev": -7.834,
  "total_energy_ev": -44677.0583,
  "relative_energy_kj_mol": 1871.3,
  "multiplicity": 1,
  "mol_weight_da": 396.88,
  "species": ["H", "C", "H", "N", "C", "C", "C", "N", "H", "C", "N", "H", "C", "H", "C", "C", "H", "C", "C", "H", "H", "H", "O", "H", "Cl", "O", "C", "C", "H", "C", "N", "H", "H", "H", "C", "H", "C", "C", "H", "H", "H", "H", "H", "C", "C", "C", "C", "H", "C"],
  "positions_angstrom": [[1.825297, 1.833852, 0.352000], [-3.605777, -0.968452, 0.715470], [-3.464406, 4.002820, -0.743980], [-1.038666, 0.101687, 0.535140], [-4.756446, 1.156289, -0.007853], [4.802856, -0.579748, -0.168147], [-2.130276, 2.448089, -0.102103], [1.398414, -0.121833, -1.107459], [-0.317439, 0.088128, -2.321210], [5.919034, 0.299824, 0.205893], [-4.631146, 2.362289, -0.582743], [6.556824, -3.377674, 0.171165], [0.059409, 0.910725, 1.030074], [5.943984, 3.685645, 0.277776], [6.349988, -2.510443, 0.407290], [-0.788163, -1.059854, -0.302970], [7.387111, 2.457721, -0.214082], [-4.929573, -1.403351, 0.477906], [-2.261190, 0.923498, 0.292168], [-0.051700, 1.766375, 1.620493], [0.451196, -1.488153, -1.706401], [0.562490, 1.944162, -1.095232], [5.628286, 1.744488, 0.177149], [-1.696350, -1.329242, -0.660385], [-7.537843, -1.677124, 0.258487], [2.337869, -1.842013, -1.130776], [7.370871, -1.551843, 0.587763], [0.207799, -0.390659, -1.416526], [6.992073, 2.532625, 1.480938], [6.486318, 2.639905, 0.556279], [3.630343, -0.128704, -0.359258], [-1.298266, 2.966224, -0.005245], [-5.149022, -2.607360, 1.216388], [3.489310, 0.883541, -0.318849], [2.418509, -0.549688, -0.765421], [8.005945, 0.488399, 0.808913], [-6.090956, -0.812295, 0.394733], [5.135020, -1.936553, -0.185343], [-6.733673, 1.120520, -0.585926], [4.332197, -2.806054, -0.275785], [8.583343, -1.856163, 0.759308], [-0.298352, -1.719618, 0.377871], [0.547001, 0.390920, 1.676202], [-5.905798, 0.546840, -0.141338], [-3.462986, 3.018333, -0.263372], [-3.484032, 0.132631, 0.239813], [7.165351, -0.283340, 0.380411], [-2.820434, -1.365053, 1.123519], [1.089530, 1.362367, -0.233995]],
  "forces_ev_per_a": [[1.7, 0.7, -0.2], [-6.9, -6.9, 0.2], [0.0, 0.2, 0.7], [-4.4, 4.4, 2.1], [5.1, -2.6, -1.9], [7.3, -2.3, 1.8], [-7.5, -7.7, 2.3], [-5.1, 18.0, 3.3], [0.9, -0.2, 1.7], [-2.0, 0.7, -1.4], [2.9, 2.5, 2.7], [1.8, -8.9, -1.3], [-0.5, 1.1, -7.4], [1.8, -2.2, 1.2], [-2.2, 11.6, -1.1], [4.0, 5.4, 1.0], [-1.1, 1.4, 1.4], [1.7, -9.0, 7.0], [3.7, 1.7, -1.6], [-1.7, 1.7, 0.3], [-0.6, 1.0, -1.4], [1.1, -0.6, 2.1], [-4.2, -6.8, -0.4], [-2.2, -1.4, -1.6], [-0.8, 0.0, 0.2], [2.0, 0.9, 1.7], [4.0, -6.2, 0.5], [-7.9, -9.6, -4.4], [-0.2, 0.2, 1.6], [3.9, 4.0, -3.8], [-7.4, 7.1, -0.7], [3.7, 2.3, 0.4], [0.8, 3.2, -2.7], [1.3, 0.1, 0.3], [10.5, -16.2, -0.5], [-1.9, -1.9, -1.6], [-0.1, 4.1, -3.7], [-0.5, -4.2, 2.4], [0.2, -0.3, 0.5], [1.4, 2.6, -0.5], [-3.7, 0.5, -0.2], [0.6, -1.2, -0.4], [3.9, -4.1, 3.6], [-5.2, -2.3, 1.0], [0.0, -1.0, -3.8], [0.6, 17.3, -3.5], [1.1, 7.9, 2.4], [3.7, -3.5, 2.4], [-3.4, -1.6, -0.8]]
}


# 3
{
  "formula": "C28H48BLuN3O2P2",
  "method": "the ωB97M-V functional and the def2-TZVPD basis",
  "lumo_ev": -2.401,
  "e_homo_ev": -10.205,
  "total_energy_ev": -91253.7825,
  "relative_energy_kj_mol": 0.0,
  "multiplicity": 1,
  "mol_weight_da": 706.44,
  "charge": 1,
  "species": ["C", "H", "C", "C", "H", "C", "H", "H", "H", "H", "H", "C", "C", "H", "C", "C", "H", "C", "C", "C", "C", "H", "C", "P", "C", "N", "H", "H", "C", "H", "H", "H", "H", "H", "H", "H", "N", "C", "H", "H", "C", "H", "H", "H", "C", "N", "H", "H", "H", "C", "H", "C", "C", "H", "H", "C", "H", "H", "H", "H", "C", "H", "Lu", "H", "H", "B", "H", "H", "H", "H", "O", "C", "H", "H", "C", "H", "C", "P", "H", "C", "H", "O", "C", "H", "H"],
  "positions_angstrom": [[1.125919, 0.327365, 5.843027], [-3.225815, 3.064448, -0.554430], [-1.608035, 4.495897, 1.035193], [2.903575, -1.316644, -4.572313], [-1.041488, -0.172521, 5.808653], [-1.103270, 1.403703, -2.732546], [3.180308, -1.993551, -5.369664], [-0.163019, 5.629181, -1.055599], [-2.897460, 1.332924, -0.681659], [2.494256, 2.016722, -4.006956], [-1.591012, -2.054504, 2.747301], [1.878071, 0.271039, 4.512363], [2.625437, -1.827831, -3.308589], [-0.216635, 1.613907, -3.328260], [-1.128676, -3.208748, -1.199617], [1.419589, 2.468655, -1.247812], [1.390934, 2.966610, -2.218877], [-0.334285, 0.582482, 5.466396], [-0.127152, -4.982258, 1.581834], [2.513246, 0.951531, -3.808785], [0.927076, -2.981758, 2.622585], [0.466299, 6.164926, 0.496851], [-1.480961, 2.562638, -1.803405], [-0.163524, -2.445457, 0.186323], [-0.206544, 4.123613, 0.541992], [1.823107, 1.079744, -1.369452], [-0.256821, -5.233971, -1.041614], [-0.258079, -1.788993, -2.645698], [-2.552263, -3.524294, -0.725228], [1.881436, -3.441094, 2.365158], [2.694674, -2.892727, -3.120054], [2.246329, -2.626457, 0.493756], [1.566475, 1.102173, 6.467636], [-2.101660, 3.665280, 1.546944], [-0.914651, 0.479166, -2.187655], [-0.120483, -5.436364, 2.577176], [1.947671, -1.151260, -0.961579], [-0.228115, -3.463597, 1.739271], [-3.033249, -2.653959, -0.271814], [-0.968534, -5.407360, 1.036544], [-0.281196, 0.586813, 3.972591], [-1.935547, 1.228401, -3.420330], [-2.592898, -4.349805, -0.014946], [1.803791, -3.247834, -1.074785], [-1.533166, -3.112828, 2.475072], [0.939946, 0.461957, 3.453069], [-1.172035, -4.894639, -2.505676], [0.752516, 4.660324, 2.408703], [-3.148704, -3.812634, -1.594618], [-1.230649, -2.156291, -2.308874], [-1.835459, -1.309275, -1.986699], [2.217463, 0.443872, -2.553527], [1.615702, -2.438725, -0.371318], [-2.426516, -3.349758, 1.901968], [1.101935, -1.900064, 2.573942], [-1.495616, 3.864758, -2.606012], [-1.518905, 5.316383, 1.752128], [1.666735, 3.457781, 1.506191], [-0.717498, 1.548557, 5.798399], [1.440849, 5.116782, -0.520934], [2.277626, -0.938054, -2.304252], [1.274701, -0.622596, 6.355024], [0.043813, 0.303160, 1.374549], [-0.508439, 4.129873, -2.990870], [-2.257741, 4.836933, 0.229215], [1.652626, 0.109580, -0.313852], [0.704993, -3.221890, 3.665325], [0.440817, -4.234696, -2.325751], [-1.728411, -2.608709, -3.171548], [-3.586073, 2.204480, -2.050296], [3.044601, 0.084011, 4.357699], [0.420796, 5.315676, -0.191529], [0.796263, -5.285533, 1.082168], [-1.574556, -3.682408, 3.407765], [2.849713, 0.054310, -4.817949], [2.123610, 3.028181, -0.633210], [-0.474608, -4.465561, -1.780055], [-0.251610, 2.557295, -0.437925], [0.180921, 3.005638, 2.384437], [0.655143, 3.779131, 1.768487], [-1.878391, 4.707222, -2.029757], [-1.276880, 0.688745, 3.180401], [-2.873496, 2.281550, -1.225066], [3.085575, 0.428540, -5.805135], [-2.154431, 3.732685, -3.469623]],
  "forces_ev_per_a": [[0.0, 0.0, 0.0], [0.0, 0.0, 0.0], [0.0, 0.0, 0.0], [0.0, 0.1, 0.0], [0.0, 0.0, 0.0], [0.0, 0.0, -0.1], [0.0, 0.0, 0.0], [0.0, 0.0, 0.0], [0.0, 0.0, 0.0], [0.0, 0.0, 0.0], [0.1, 0.1, 0.0], [-0.4, 0.1, -0.2], [0.0, 0.0, -0.1], [0.0, 0.0, 0.0], [-0.1, 0.0, 0.0], [0.1, -0.1, -0.2], [0.0, 0.0, 0.0], [0.1, 0.0, 0.1], [0.1, -0.1, 0.0], [0.0, -0.1, 0.0], [0.2, 0.0, 0.1], [0.0, 0.0, 0.0], [-0.1, 0.1, -0.2], [0.3, 0.6, 0.4], [0.0, 0.3, 0.0], [0.0, 0.0, -0.1], [0.0, 0.0, 0.0], [0.0, 0.0, 0.0], [0.0, 0.0, 0.0], [-0.1, -0.1, 0.0], [0.0, 0.0, 0.0], [0.0, 0.0, 0.0], [0.0, 0.0, 0.0], [0.0, 0.0, 0.0], [0.0, 0.0, 0.0], [0.0, 0.0, 0.0], [-0.2, 0.0, 0.0], [-0.1, -0.2, 0.1], [0.0, 0.0, 0.0], [0.0, 0.0, 0.0], [-0.3, 0.1, -0.5], [0.1, 0.0, 0.0], [0.0, 0.0, 0.0], [0.0, 0.0, 0.0], [0.0, -0.1, 0.0], [0.1, -0.1, 0.5], [0.1, 0.0, 0.0], [0.0, 0.0, 0.0], [0.0, 0.0, 0.0], [0.0, 0.0, -0.1], [0.0, 0.0, 0.0], [-0.1, 0.2, 0.2], [0.1, 0.0, -0.3], [0.0, 0.0, 0.0], [-0.1, 0.0, 0.1], [-0.1, 0.0, -0.1], [0.0, 0.0, 0.0], [0.0, 0.0, 0.0], [0.0, 0.0, 0.0], [0.0, 0.0, 0.0], [0.0, -0.2, 0.2], [0.0, 0.0, 0.0], [-0.9, -0.1, 0.1], [0.0, 0.0, 0.0], [0.0, 0.0, 0.0], [0.8, -0.2, -0.9], [0.1, 0.0, 0.0], [0.0, 0.0, 0.0], [0.0, 0.0, 0.0], [0.0, 0.0, 0.0], [0.2, -0.1, -0.1], [0.0, 0.1, 0.1], [0.0, 0.1, 0.0], [0.0, 0.0, 0.0], [0.0, -0.1, 0.0], [0.1, 0.0, 0.0], [-0.1, -0.1, -0.1], [0.3, -0.4, 0.5], [0.0, 0.0, 0.0], [0.0, 0.1, 0.0], [0.0, 0.0, 0.0], [0.0, 0.1, 0.5], [0.0, 0.0, 0.0], [0.0, 0.0, 0.0], [0.0, 0.0, 0.0]]
}


# 4
{
  "formula": "C16H31NO3P2Pt",
  "method": "the ωB97M-V functional and the def2-TZVPD basis",
  "lumo_ev": [0.291, -1.834],
  "e_homo_ev": [-3.947, -7.870],
  "total_energy_ev": -46545.5205,
  "multiplicity": 5,
  "s_squared": 6.072,
  "mol_weight_da": 542.45,
  "species": ["H", "H", "H", "C", "H", "C", "H", "H", "O", "H", "H", "H", "H", "H", "H", "C", "H", "C", "N", "C", "H", "C", "H", "O", "H", "C", "H", "Pt", "P", "C", "H", "H", "H", "H", "C", "H", "H", "C", "C", "H", "H", "C", "H", "H", "C", "C", "H", "C", "P", "C", "O", "H", "H", "H"],
  "positions_angstrom": [[-2.429973, 1.979174, 1.696831], [-3.735300, 2.544895, 0.567664], [1.573146, -3.089021, 1.033853], [0.829910, 1.826103, 2.243557], [1.859136, -1.706920, 2.133220], [-0.492314, 1.711426, -3.127195], [-2.379578, -2.813998, 0.344448], [-4.951951, -0.012332, 0.280825], [-2.374860, 1.095577, -1.090285], [-1.586164, 1.689507, -3.111224], [2.126097, 2.973450, -2.188468], [-0.527244, -0.679040, 3.563425], [-0.851728, -3.600702, -0.128848], [5.704333, -0.793857, -0.165343], [-1.430011, -0.292277, 0.819012], [-3.163737, 0.802345, -0.111394], [0.184626, 3.666138, 0.134498], [-4.044010, -0.385926, -0.173040], [1.291132, -0.889424, -0.641979], [-3.301722, 1.677267, 1.077705], [5.979957, -2.488676, -1.966897], [4.826044, -1.174550, -0.656026], [-1.581735, -3.971521, 1.488412], [-0.434046, 1.682519, 2.099340], [3.445821, -0.001590, 0.513893], [-1.426354, -3.200464, 0.720728], [1.052175, -3.193286, 2.760701], [-0.282102, -0.140334, -0.132929], [-0.484818, -1.820114, 1.443517], [2.455973, -1.272956, -0.969242], [3.958739, -3.360842, -3.120781], [-3.757083, -1.372096, 0.308842], [1.680998, -2.567332, -2.475181], [-2.169047, -0.919322, 2.901858], [-1.192644, -1.398752, 3.062592], [-4.105401, 1.284561, 1.712279], [2.419586, 2.108380, -0.653519], [1.937598, 2.037117, -1.632377], [2.603287, -2.230464, -2.007420], [2.369150, 1.203578, -2.193229], [-0.148302, 2.584213, -3.712250], [3.571984, -0.744324, -0.277357], [-0.111897, 0.796331, -3.588139], [-0.374816, 4.162038, -1.505749], [4.992713, -2.121310, -1.673399], [1.165044, -2.526543, 1.885621], [1.154548, 2.449710, 3.117014], [-0.442071, 3.382880, -0.719019], [0.138753, 1.780042, -1.390469], [3.878740, -2.630423, -2.333861], [1.741064, 1.322579, 1.484331], [-4.232308, -0.522114, -1.240951], [-1.310526, -2.328278, 3.645804], [-1.483858, 3.263473, -0.402199]],
  "forces_ev_per_a": [[-0.5, -0.3, -0.7], [0.0, 1.0, 0.6], [-0.1, 0.2, 0.3], [-0.2, -1.0, -1.4], [-0.3, -0.2, -0.1], [0.1, 0.2, 0.3], [0.2, -0.2, 0.1], [-0.7, -0.6, 0.2], [1.7, 0.4, -1.8], [0.3, -0.1, 0.1], [-0.2, -0.4, 0.2], [-0.3, -0.3, -0.2], [-0.2, 0.1, 0.3], [0.1, 0.2, 0.2], [-3.0, 0.7, 1.2], [0.2, -1.9, 2.7], [-0.2, -0.1, -0.2], [-0.2, 0.1, -0.6], [0.8, -0.5, -1.1], [-0.7, 0.7, -0.1], [-0.3, 0.3, 0.2], [0.0, -0.2, -0.1], [0.0, 0.0, -0.3], [2.2, 0.0, 0.2], [-0.3, -0.2, -0.3], [0.1, 0.0, 0.3], [0.0, 0.3, -0.4], [-0.4, 1.5, 0.5], [0.6, -0.6, 0.2], [1.2, -0.5, -0.2], [0.4, -0.2, -0.2], [-0.1, 0.8, -0.4], [0.4, -0.1, -0.1], [0.3, -0.1, 0.1], [-0.2, -0.1, -0.2], [0.2, 0.1, 0.1], [-0.1, -0.1, -0.1], [0.0, 0.3, -0.1], [0.4, 0.2, 0.2], [-0.1, 0.1, 0.1], [0.0, -0.3, 0.3], [1.1, 0.1, 0.1], [-0.1, 0.1, 0.0], [0.0, -0.4, 0.3], [0.2, -0.1, -0.1], [-0.2, 0.1, 0.0], [0.0, -0.2, -0.4], [0.1, 0.0, -0.1], [-0.4, 1.1, -1.1], [-0.8, -0.3, -0.4], [-1.5, 1.0, 1.6], [-0.2, -0.6, 0.0], [0.1, 0.4, -0.1], [0.3, 0.0, -0.1]]
}


- Number 2 is which compound?
  C21H21ClN4O2